[1]
ORCA calculation (wB97M-V/def2-TZVPD) on an isolated molecule of C4H10N2O at a distorted geometry.

Last column: Mulliken charge in e.
Geometry (Å):
C: -0.37964 0.78572 2.06170  -0.9211
N: -0.05464 0.00887 0.88775  0.0951
C: -0.98327 -1.08053 0.63715  -1.0552
C: 0.49784 0.66812 -0.19626  0.3861
O: 0.45663 1.87355 -0.30311  -0.5741
C: 1.12382 -0.19864 -1.26385  -0.5417
N: 0.65255 0.21454 -2.57847  -0.5060
H: -0.76759 0.13994 2.82428  0.3724
H: -1.14965 1.54779 1.87632  0.3341
H: 0.46867 1.36134 2.43125  0.2765
H: -2.01939 -0.78537 0.80989  0.3579
H: -0.93028 -1.36123 -0.39606  0.4195
H: -0.79435 -1.98464 1.21653  0.2712
H: 1.11941 -1.26328 -1.00920  0.3710
H: 2.20104 0.02264 -1.22744  0.2987
H: 0.85691 -0.49132 -3.26532  0.1985
H: -0.29808 0.54251 -2.50514  0.2173

Results
E	-9337.40617	eV
relative energy (zero: lowest compared OMol25 entry of this formula, charge and spin)	36.5	kcal/mol
frontier orbital gap	10.0	eV
HOMO energy	-9.19	eV
LUMO energy	0.82	eV
SMILES	CN(C)C(=O)CN

[2]
ORCA calculation (wB97M-V/def2-TZVPD) on a cluster of 5 separate species, C45H95N5O5 in total at a distorted geometry.

Last column: Mulliken charge in e.
Geometry (Å):
C: 3.67749 1.11070 4.47984  -1.9562
C: 4.13392 -0.02028 3.55249  1.6750
C: 3.01278 -1.06886 3.42724  -1.3482
C: 4.36185 0.58862 2.17034  -1.3738
C: 5.05574 -0.25558 1.11477  -0.3649
C: 6.41307 -0.60401 1.75169  -1.6219
C: 6.25664 -1.34167 3.09060  1.9444
C: 5.72141 -2.78163 2.93227  -1.5755
C: 7.66326 -1.42363 3.69601  -2.0117
N: 5.40493 -0.57814 4.01140  0.2721
O: 5.37433 -1.12827 5.31491  -0.4326
H: 2.93368 1.74045 3.99887  0.3413
H: 3.50978 0.70223 5.47399  0.4071
H: 4.53950 1.78222 4.60077  0.4791
H: 3.21485 -1.71771 2.56640  -0.0040
H: 2.82057 -1.75849 4.24681  0.3836
H: 2.10775 -0.54033 3.10982  0.5109
H: 3.39304 0.91466 1.76731  0.2518
H: 4.91386 1.53180 2.24526  0.4813
H: 4.55409 -1.18564 0.85596  0.1294
H: 5.35449 0.32711 0.24300  0.4195
H: 6.95235 0.30636 2.02291  0.4116
H: 7.03223 -1.27259 1.15078  0.4573
H: 5.23278 -2.82005 1.94749  0.1661
H: 4.93490 -3.07136 3.62168  0.3098
H: 6.49572 -3.54247 2.82551  0.3487
H: 8.29608 -1.92977 2.96344  0.4365
H: 7.67478 -2.08237 4.57127  0.4693
H: 8.11871 -0.50856 4.07671  0.4160
H: 5.89911 -0.47602 5.78892  0.3651
C: -5.99156 4.03827 2.19888  -1.7932
C: -5.05296 5.11792 1.66518  1.7682
C: -3.80874 5.18184 2.55147  -1.9730
C: -4.62450 4.75845 0.23433  -0.0719
C: -5.72182 5.00059 -0.79622  -0.7295
C: -6.30700 6.41239 -0.67693  -1.3872
C: -6.74314 6.77967 0.73864  1.5599
C: -7.03639 8.29594 0.70911  -1.8048
C: -8.04256 6.00741 1.08435  -1.7926
N: -5.63807 6.48029 1.64171  0.0766
O: -6.01454 6.85976 2.96319  -0.4979
H: -6.73523 3.72830 1.46371  0.3811
H: -5.49295 3.09913 2.45987  0.4049
H: -6.56114 4.33015 3.08215  0.3302
H: -3.39877 4.17278 2.62608  0.2861
H: -3.08417 5.85648 2.09064  0.4708
H: -4.00559 5.52371 3.56541  0.5411
H: -3.82894 5.45467 -0.04410  0.5849
H: -4.35415 3.70589 0.30582  -0.7686
H: -5.36769 4.84137 -1.81977  0.4871
H: -6.51072 4.23914 -0.75622  0.3855
H: -7.15386 6.39516 -1.36729  0.3656
H: -5.56683 7.11786 -1.05972  0.3879
H: -7.22081 8.67008 1.71864  0.3903
H: -7.98394 8.39182 0.18616  0.4063
H: -6.15552 8.79436 0.31386  0.4282
H: -8.87276 6.61824 0.70484  0.5054
H: -8.24785 6.05827 2.15368  0.3427
H: -8.12498 5.04073 0.60587  0.3221
H: -5.22043 7.28254 3.30226  0.3542
C: -3.64421 0.03806 0.43519  -1.8834
C: -2.63227 0.56836 -0.59983  1.4847
C: -3.32609 1.04178 -1.86701  -1.7937
C: -1.94909 1.79803 0.02590  0.1463
C: -0.85685 1.48558 1.04055  -1.3183
C: 0.15522 0.56836 0.35041  -0.8148
C: -0.43958 -0.76529 -0.14342  1.8718
C: 0.58802 -1.34113 -1.10963  -1.3970
C: -0.63943 -1.67547 1.07665  -1.4019
N: -1.61460 -0.41758 -0.91334  1.4265
O: -2.18652 -1.55863 -1.53423  -0.6677
H: -3.05196 -0.13759 1.33119  0.4697
H: -4.48331 0.70762 0.62358  0.3537
H: -4.07334 -0.91624 0.12533  0.3263
H: -3.81506 0.22495 -2.40152  0.4531
H: -4.10201 1.75230 -1.57576  0.2438
H: -2.63288 1.49874 -2.57321  0.3254
H: -1.65036 2.53266 -0.72451  0.5398
H: -2.69231 2.33903 0.62500  -0.8274
H: -0.29910 2.36778 1.36565  0.5823
H: -1.21356 1.04796 1.97674  0.3504
H: 1.04556 0.29781 0.92585  -0.1687
H: 0.48827 1.15677 -0.51250  0.2082
H: 1.11152 -0.55183 -1.66061  -0.0178
H: 0.21803 -2.06370 -1.83386  0.5589
H: 1.45056 -1.83525 -0.64012  0.0990
H: -1.29247 -2.49043 0.73867  0.4925
H: -1.38322 -1.18550 1.71741  0.2138
H: 0.20640 -1.98115 1.67987  -0.0505
H: -2.09614 -1.39250 -2.47954  0.3296
C: 0.02153 2.70721 -3.66901  -1.3159
C: 0.34772 2.54102 -5.17507  1.7524
C: 0.00439 3.83797 -5.90097  -2.0745
C: 1.86963 2.40510 -5.29440  -1.4835
C: 2.38317 1.06094 -4.78434  -0.2728
C: 1.74121 0.01800 -5.74239  -1.2846
C: 0.22891 -0.00907 -5.69084  1.5627
C: -0.30582 -0.67658 -6.95497  -2.0689
C: -0.34880 -0.67977 -4.43348  -1.0849
N: -0.28402 1.38913 -5.77130  0.3230
O: -1.68760 1.49071 -5.78146  -0.4460
H: -1.06721 2.73021 -3.55136  0.2802
H: 0.30724 1.85422 -3.05510  -0.2534
H: 0.43447 3.65459 -3.32484  0.6035
H: -1.02883 4.17351 -5.80426  0.3497
H: 0.72139 4.61853 -5.65233  0.3716
H: 0.10758 3.67337 -6.98118  0.5138
H: 2.17409 2.54467 -6.33547  0.4218
H: 2.41020 3.15856 -4.71435  0.5062
H: 3.45532 0.91302 -4.89298  0.3979
H: 2.04707 0.84521 -3.77042  -0.0422
H: 2.06829 -0.99529 -5.49793  0.4739
H: 2.11217 0.35266 -6.71122  0.3242
H: -0.07291 -1.74540 -7.00117  0.3520
H: 0.16984 -0.24970 -7.84391  0.4158
H: -1.37237 -0.56493 -7.14425  0.5086
H: -0.31246 -0.02684 -3.56913  -0.1197
H: 0.27829 -1.56383 -4.26037  0.2926
H: -1.33485 -1.10156 -4.63050  0.5600
H: -1.91273 1.42447 -6.71447  0.3545
C: 4.08099 -6.22415 1.54781  -1.6757
C: 2.79789 -6.79594 2.18829  1.4152
C: 3.15202 -7.84811 3.22157  -2.0258
C: 2.15595 -5.64632 2.98935  -1.6722
C: 1.41390 -4.58537 2.22919  0.2166
C: 0.42376 -5.21348 1.24298  -1.0075
C: 0.92679 -6.42218 0.44111  1.7634
C: -0.30577 -7.24375 0.02152  -1.9753
C: 1.64587 -5.82438 -0.79611  -1.7944
N: 1.81652 -7.26159 1.21918  0.6916
O: 2.08868 -8.55396 0.74846  -0.5181
H: 4.78746 -6.11730 2.37441  0.4663
H: 4.50856 -6.99210 0.89333  0.3817
H: 3.96891 -5.31013 0.97240  0.1871
H: 3.75378 -7.52617 4.06627  0.3492
H: 2.20094 -8.23418 3.61129  0.4622
H: 3.60130 -8.73445 2.76675  0.4176
H: 1.51691 -6.11855 3.74929  0.4236
H: 2.92237 -5.20946 3.64280  0.3922
H: 0.76735 -3.97319 2.85747  0.7196
H: 2.10969 -3.96642 1.65367  -0.2923
H: 0.22667 -4.40003 0.53808  -0.0270
H: -0.53406 -5.34247 1.75669  0.4529
H: -0.69904 -7.64090 0.95541  0.4634
H: 0.04588 -8.05693 -0.61808  0.4271
H: -0.97130 -6.64593 -0.59551  0.3784
H: 0.94264 -5.44325 -1.53528  0.4609
H: 2.32153 -6.57608 -1.21096  0.3482
H: 2.28937 -5.00402 -0.47000  0.2524
H: 1.51427 -9.13275 1.25909  0.3194

Results
E	-65886.83529	eV
relative energy (zero: lowest compared OMol25 entry of this formula, charge and spin)	31.1	kcal/mol
frontier orbital gap	8.4	eV
HOMO energy	-7.86	eV
LUMO energy	0.54	eV
SMILES	CC1(C)CCCC(C)(C)N1O.CC1(C)CCCC(C)(C)N1O.CC1(C)CCCC(C)(C)N1O.CC1(C)CCCC(C)(C)N1O.CC1(C)CCCC(C)(C)N1O

[3]
ORCA calculation (wB97M-V/def2-TZVPD) on a cluster of 2 separate species, C2H8N4 in total at a distorted geometry.

Last column: Mulliken spin population.
Geometry (Å):
N: -0.54415 -0.47524 0.67238  -0.3808
C: -1.62668 -1.32151 0.93105  0.3977
N: -1.68800 -2.60095 0.84987  -0.0605
H: 0.23835 -0.85211 0.05362  0.0444
H: -0.16450 0.08973 1.51225  -0.0743
H: -2.54661 -0.83209 1.41604  0.0419
H: -2.73510 -2.83716 0.76138  -0.0365
N: 0.45270 1.13366 -1.64435  0.3001
C: 1.57499 1.12053 -0.81986  3.1763
N: 1.72010 1.12571 0.46139  -0.4001
H: -0.33122 0.83887 -1.21942  -0.5408
H: 0.51295 1.69167 -2.53343  -0.5788
H: 2.58408 1.33488 -1.17632  -0.7123
H: 2.55309 1.58401 0.73540  -0.1762

Results
total charge	-1
E	-8160.95671	eV
relative energy (zero: lowest compared OMol25 entry of this formula, charge and spin)	24.7	kcal/mol
frontier orbital gap (alpha / beta)	2.7 / 8.6	eV
spin multiplicity	2
HOMO energy (alpha / beta)	1.10 / -4.95	eV
LUMO energy (alpha / beta)	3.78 / 3.64	eV

[4]
ORCA calculation (wB97M-V/def2-TZVPD) on a structure of composition C23H27AuIN5Sb2Se2 at a distorted geometry.

Last column: Mulliken charge in e.
Geometry (Å):
Au: -0.19543 -1.62652 -0.65821  0.5051
C: 1.88297 0.44843 4.41431  -1.2039
Sb: 0.49238 0.20975 2.78245  0.9059
C: -0.92267 -0.96888 3.88987  -1.2595
C: -0.62206 2.18638 3.05399  -1.5735
C: 0.26945 3.31313 2.82184  1.1120
C: 1.02929 3.81671 3.88729  -0.6356
C: 1.92511 4.84737 3.70834  -0.7207
C: 2.10836 5.40879 2.43476  -0.7090
C: 1.36908 4.94718 1.37555  -0.5464
C: 0.42891 3.91174 1.53025  0.7725
C: -0.35071 3.48676 0.38346  -1.7887
Sb: 0.60802 1.69683 -0.61906  0.4316
C: 0.11188 2.36043 -2.61411  -1.2989
C: 2.59631 2.51746 -0.60807  -1.2645
H: 1.31182 0.66323 5.31641  0.3980
H: 2.58202 1.25402 4.20296  0.3807
H: 2.43123 -0.48323 4.54020  0.4241
H: -1.21654 -0.43827 4.79387  0.4691
H: -0.44721 -1.90918 4.16606  0.3601
H: -1.80089 -1.18081 3.28367  0.4058
H: -0.91940 2.06719 4.09346  0.6965
H: -1.46602 2.08950 2.37859  0.4383
H: 0.87726 3.39670 4.87368  0.4739
H: 2.49044 5.22528 4.54948  0.4246
H: 2.81602 6.21410 2.29469  0.4380
H: 1.48297 5.41088 0.40329  0.4640
H: -0.34108 4.21870 -0.42372  0.6279
H: -1.36620 3.17481 0.60904  0.5982
H: 0.55431 3.33980 -2.79007  0.5340
H: -0.96887 2.42335 -2.73025  0.4436
H: 0.50881 1.66004 -3.34881  0.3175
H: 2.53253 3.53812 -0.98038  0.3942
H: 3.24027 1.93142 -1.26066  0.4677
H: 3.00326 2.51499 0.40067  0.3294
Se: 1.38474 -3.96638 2.96358  0.0684
C: 0.88236 -2.74649 1.86226  0.5850
N: 0.54754 -1.83988 1.16553  -0.8655
I: -0.83827 -7.73832 0.76948  0.1656
C: -1.34970 -6.22455 -0.57808  -0.5411
C: -2.08045 -6.48744 -1.72690  -0.1003
C: -2.38879 -5.42843 -2.56652  -0.9290
C: -1.94373 -4.15819 -2.24298  -0.0634
N: -1.22886 -3.91368 -1.14514  -0.0436
C: -0.94357 -4.92119 -0.33068  0.7685
H: -2.39792 -7.49384 -1.96299  0.4331
H: -2.96995 -5.58485 -3.46479  0.4204
H: -2.16721 -3.31259 -2.88197  0.3591
H: -0.37533 -4.68826 0.55751  -0.4864
Se: 1.84970 -2.77694 -4.76063  0.4136
N: 0.63502 -2.02815 -5.74947  -0.7259
C: -0.25247 -1.46191 -4.94670  0.5382
C: -1.41559 -0.75820 -5.33097  -0.5110
C: -2.20084 -0.25584 -4.33060  -0.5969
C: -1.86382 -0.45139 -2.97623  -0.4459
N: -0.79016 -1.10117 -2.56908  -0.0562
C: 0.02697 -1.61860 -3.53636  0.8724
N: 1.11905 -2.29630 -3.23950  -0.5769
H: -1.66232 -0.64199 -6.37780  0.5214
H: -3.10346 0.29285 -4.55854  0.4931
H: -2.50855 -0.06446 -2.19728  0.4914

Results
total charge	+2
E	-187281.20852	eV
relative energy (zero: lowest compared OMol25 entry of this formula, charge and spin)	38.7	kcal/mol
frontier orbital gap (alpha / beta)	3.7 / 3.7	eV
HOMO energy (alpha / beta)	-12.79 / -12.79	eV
LUMO energy (alpha / beta)	-9.09 / -9.10	eV

[5]
ORCA calculation (wB97M-V/def2-TZVPD) on a structure of composition C8H8O3 at a distorted geometry.

Last column: Mulliken charge in e.
Geometry (Å):
C: 2.79732 -0.44928 -0.27867  -1.0219
C: 1.22486 -0.01090 -0.03900  0.4561
C: 0.80569 0.76589 1.02652  -0.4068
C: -0.48936 1.05120 1.21232  0.6444
C: -1.55913 0.55624 0.59859  -0.9281
C: -1.13614 -0.29504 -0.55965  0.0934
C: 0.21007 -0.42857 -0.90756  -0.6169
C: -2.12847 -1.17287 -1.54069  0.6146
H: 2.82848 -1.24045 -1.33879  0.2550
H: 3.41674 0.50224 -0.23364  0.3023
H: 3.08765 -1.20236 0.49010  0.3137
H: 1.54735 1.00493 1.74200  0.4940
H: 0.18415 3.00558 2.05823  0.3758
H: -2.38828 1.24895 0.96593  0.2823
H: 0.46901 -0.75008 -1.91067  0.4234
H: -2.99886 -1.60398 0.05817  0.3534
O: -0.56528 2.06741 2.28475  -0.6324
O: -3.28893 -1.52464 -0.91547  -0.4627
O: -2.01688 -1.52426 -2.71247  -0.5398

Results
E	-14564.31863	eV
relative energy (zero: lowest compared OMol25 entry of this formula, charge and spin)	102.2	kcal/mol
frontier orbital gap	9.6	eV
HOMO energy	-9.67	eV
LUMO energy	-0.08	eV

[6]
ORCA calculation (wB97M-V/def2-TZVPD) on a structure of composition C27H28N2O3P2S2Tm at a distorted geometry.

Last column: Mulliken spin population.
Geometry (Å):
C: 3.13198 -3.54076 0.78772  -0.0002
C: 2.51739 -2.48277 0.12001  0.0004
C: 1.18338 -2.67556 -0.37262  -0.0016
C: 0.49946 -3.89427 -0.10609  -0.0051
C: 1.15343 -4.90613 0.62583  0.0009
C: 2.45854 -4.73473 1.03427  -0.0002
C: -0.88481 -3.88615 -0.47724  0.0042
C: -1.14918 -3.28520 -1.75146  -0.0044
C: -0.41878 -2.09987 -2.00996  -0.0038
C: -0.68683 -1.32947 -3.17913  0.0013
C: -1.72773 -1.73337 -4.01756  -0.0004
C: -2.48481 -2.87291 -3.72649  0.0002
C: -2.20432 -3.64173 -2.60213  0.0007
H: 4.14624 -3.39289 1.15833  -0.0001
H: 0.59112 -5.81438 0.84065  0.0000
H: 2.98385 -5.54447 1.52126  -0.0001
H: -1.43531 -4.78713 -0.26896  0.0001
H: -1.97179 -1.12220 -4.89389  -0.0001
H: -3.26529 -3.17517 -4.41814  -0.0001
H: -2.80309 -4.51639 -2.35999  0.0000
N: 0.47724 -1.66559 -1.02807  -0.0149
Tm: 0.14527 0.36645 0.02784  2.0372
C: 3.26143 -1.17990 -0.07924  0.0028
H: 3.11532 -0.79822 -1.10159  0.0006
H: 4.33035 -1.27654 0.11390  -0.0001
C: 0.10170 -0.07305 -3.50761  0.0032
H: 1.17778 -0.24755 -3.37135  0.0002
H: -0.06593 0.26627 -4.53565  0.0000
P: 2.65570 0.19196 1.05615  -0.0056
P: -0.26456 1.37027 -2.39628  0.0021
C: -2.00234 1.74645 -2.75633  -0.0006
H: -2.37971 2.42826 -1.98849  0.0000
H: -2.12912 2.20975 -3.73780  0.0000
H: -2.61265 0.84386 -2.70751  0.0001
C: 0.63886 2.78878 -3.15890  -0.0005
H: 0.32496 2.91564 -4.20954  -0.0002
H: 0.42534 3.68969 -2.56314  0.0000
H: 1.71714 2.58356 -3.09585  0.0001
C: 2.85273 -0.46180 2.73082  -0.0011
H: 3.90021 -0.47890 3.03347  -0.0003
H: 2.26553 0.17449 3.40049  0.0000
H: 2.42148 -1.45931 2.79335  0.0001
C: 3.85413 1.56088 0.88548  0.0000
H: 3.46056 2.41720 1.44750  0.0000
H: 4.84164 1.25153 1.25046  -0.0001
H: 3.90135 1.87669 -0.16379  0.0000
C: -1.77653 -2.54688 0.93155  -0.0001
O: -1.42741 -1.41650 1.07173  -0.0027
H: -2.53126 -3.47979 0.86541  -0.0002
O: -2.16077 0.31874 3.50072  0.0000
S: -2.50426 1.22973 2.43879  0.0003
O: -3.67112 1.02003 1.62699  0.0002
N: -1.17646 1.37134 1.42006  -0.0059
C: -0.64001 2.62199 1.38078  -0.0030
S: 0.67768 2.94225 0.35409  -0.0040
C: -1.27104 3.54598 2.27994  0.0010
C: -0.93770 4.89278 2.52963  0.0001
C: -1.68077 5.61762 3.46449  -0.0002
C: -2.75754 4.99565 4.13989  0.0002
C: -3.08681 3.64693 3.88062  -0.0001
C: -2.32863 2.93519 2.95111  -0.0003
H: -0.09541 5.32026 1.97717  0.0000
H: -1.43086 6.66256 3.67632  0.0000
H: -3.33985 5.57152 4.87067  0.0000
H: -3.90913 3.14532 4.39733  0.0000

Results
total charge	+1
E	-107348.38771	eV
relative energy (zero: lowest compared OMol25 entry of this formula, charge and spin)	21.6	kcal/mol
frontier orbital gap (alpha / beta)	5.2 / 5.2	eV
spin multiplicity	3
HOMO energy (alpha / beta)	-9.05 / -9.05	eV
LUMO energy (alpha / beta)	-3.84 / -3.83	eV